1.
The following is a quantum chemistry calculation of a molecular structure, C45H31BrCoN5O3PS2 in a non-equilibrium geometry, from the Open Molecules 2025 dataset.

The geometry in ORCA input format:
```
! wB97M-V def2-TZVPD RIJCOSX def2/J DEFGRID3
* xyz -2 2
Co -0.18168 -0.38563 -0.63121
O -1.64517 -5.41506 -0.76666
C -0.79068 -5.41343 0.26455
C -0.63764 -6.59114 1.00377
C 0.22188 -6.63521 2.08699
C 0.94831 -5.50679 2.45760
C 0.79742 -4.33775 1.72633
C -0.05751 -4.26996 0.63278
C -0.22249 -2.97186 -0.07725
O 0.35553 -1.94008 0.38728
N -1.01824 -2.96289 -1.12444
N -1.14628 -1.65627 -1.59136
C -1.92460 -1.47605 -2.59679
C -2.13820 -0.19124 -3.21678
C -3.00373 -0.12011 -4.31935
C -3.25355 1.05728 -4.98852
C -2.61933 2.22927 -4.54147
C -1.76790 2.20140 -3.46566
C -1.48487 0.99647 -2.75839
O -0.67177 1.03430 -1.76463
H -1.62303 -4.47794 -1.15498
H -1.21158 -7.45989 0.70426
H 0.32168 -7.55746 2.64921
H 1.62040 -5.53779 3.30647
H 1.33660 -3.43476 1.98981
H -2.44150 -2.34496 -3.00596
H -3.49639 -1.03591 -4.63582
H -3.93199 1.08167 -5.83278
H -2.80856 3.17090 -5.04693
H -1.30054 3.10842 -3.09746
S -1.81958 1.27851 1.42391
C -2.12978 2.82045 0.71821
C -1.54748 4.04921 1.00666
C -1.92365 5.18278 0.28963
C -1.35682 6.46129 0.63909
N -0.91615 7.48186 0.94049
C -2.87427 5.07997 -0.73845
C -3.48431 3.85688 -1.00893
C -3.15236 2.73520 -0.25578
S -3.83363 1.15350 -0.33545
C -3.23578 6.23724 -1.51969
N -3.53870 7.15217 -2.14998
H -0.80851 4.13550 1.79326
H -4.21855 3.78500 -1.80108
C 1.80609 5.29277 -0.09416
C 2.09100 4.66143 1.10606
C 2.07238 3.27223 1.19028
C 1.77520 2.49807 0.07299
C 1.48548 3.14423 -1.13339
C 1.50154 4.52758 -1.21457
P 1.64455 0.66441 0.05932
C 3.07932 0.29224 -1.05100
C 2.93922 -0.73655 -1.97206
C 3.98589 -1.06587 -2.83043
C 5.17917 -0.36561 -2.77276
C 5.32778 0.67185 -1.85741
C 4.28221 0.99695 -1.00534
C 2.32156 0.18135 1.70585
C 3.52707 -0.49052 1.89298
C 3.91159 -0.92783 3.15678
C 3.09660 -0.69961 4.25413
C 1.88388 -0.04294 4.07824
C 1.49499 0.37991 2.81532
H 1.79081 6.37383 -0.14716
H 2.31307 5.25259 1.98688
H 2.29426 2.79450 2.13658
H 1.21632 2.54957 -1.99800
H 1.25770 5.01349 -2.15179
H 1.98930 -1.26282 -2.00641
H 3.86098 -1.86808 -3.54786
H 5.99244 -0.61948 -3.44316
H 6.25727 1.22782 -1.81165
H 4.39248 1.81485 -0.30087
H 4.16977 -0.68933 1.04544
H 4.84933 -1.45743 3.27938
H 3.39494 -1.04177 5.23829
H 1.22836 0.12816 4.92438
H 0.52784 0.85502 2.67332
Br -4.60634 -2.93308 -0.29153
C -3.47330 -3.03443 1.24027
C -3.63601 -4.10808 2.10979
C -2.81339 -4.14427 3.22027
C -1.88409 -3.13371 3.40681
C -1.79906 -2.13141 2.45401
N -2.58800 -2.08584 1.37764
H -4.36181 -4.88076 1.90342
H -2.89381 -4.96110 3.92755
H -1.21635 -3.13137 4.25799
H -1.05327 -1.34801 2.52104
*
```

- largest force on an atom (hartree/bohr) = 0.020

These are the Mulliken partial charges, in e, on atoms 1 to 2:
1. Co -0.64
2. O -0.74

---

2.
The following is a quantum chemistry calculation of a molecular structure, C45H32AsIN2O3PS6Y in a non-equilibrium geometry, from the Open Molecules 2025 dataset.

The geometry in ORCA input format:
```
! wB97M-V def2-TZVPD RIJCOSX def2/J DEFGRID3
* xyz -2 1
Y -1.89327 0.73225 1.18257
S -1.47713 3.26022 2.06853
C -3.14977 3.48540 2.01015
S -4.18704 2.14818 2.15745
C -3.73327 4.80417 1.85530
C -5.13106 5.04470 1.84009
N -6.30305 5.21063 1.88981
C -2.97218 6.00691 1.73895
N -2.38936 7.02586 1.70707
S 0.88528 -0.33081 2.68798
S 1.06224 -0.38693 4.63999
S -0.28783 1.09411 5.23658
S -2.05023 0.64374 4.52013
I -2.51017 -2.21152 2.82027
C -3.55831 -3.39532 1.41712
C -4.89260 -3.46029 1.75371
C -5.69436 -4.51719 1.26115
C -5.19678 -5.33647 0.28338
C -3.88301 -5.17815 -0.22559
C -3.35950 -6.10764 -1.15733
C -1.99125 -6.13405 -1.40729
C -1.16998 -5.06088 -0.98453
C -1.70498 -4.00503 -0.22408
P -0.67237 -2.54502 -0.21556
C -0.41481 -2.21056 -1.98058
C 0.74511 -2.36794 -2.73284
C 0.79931 -1.99329 -4.06355
C -0.38525 -1.65419 -4.74459
C -1.59833 -1.61112 -4.04051
C -1.59800 -1.91909 -2.68085
C 0.91309 -3.10962 0.46871
C 0.97278 -4.23281 1.32465
C 2.17611 -4.60383 1.89672
C 3.35080 -3.86575 1.66708
C 3.31152 -2.79074 0.77792
C 2.09537 -2.37706 0.24509
C -3.04382 -4.12294 0.31862
H -5.28825 -2.68759 2.43419
H -6.71314 -4.60820 1.63047
H -5.79104 -6.12539 -0.18246
H -4.07878 -6.84400 -1.57205
H -1.55854 -6.99582 -1.93967
H -0.11888 -5.12159 -1.17387
H 1.65011 -2.73176 -2.25369
H 1.76068 -1.89995 -4.55789
H -0.37339 -1.44670 -5.79578
H -2.50793 -1.30802 -4.51064
H -2.56535 -2.02044 -2.16351
H 0.04585 -4.78447 1.54395
H 2.21481 -5.47679 2.54813
H 4.27499 -4.14311 2.17016
H 4.21065 -2.22904 0.53640
H 2.09943 -1.48328 -0.39505
O 0.16323 1.04344 0.12095
As 1.54643 2.19378 -0.03041
C 2.86427 1.46326 -1.25896
C 2.54485 0.67215 -2.39341
C 3.54712 0.24542 -3.28023
C 4.88109 0.61930 -3.05881
C 5.21452 1.42843 -1.96597
C 4.22196 1.85845 -1.09157
C 2.41404 2.47684 1.63450
C 3.39621 1.59320 2.12160
C 3.93117 1.78509 3.39168
C 3.55514 2.87348 4.13999
C 2.67931 3.82596 3.62826
C 2.07389 3.61548 2.38137
C 1.03168 3.89774 -0.74738
C -0.23267 3.99295 -1.35898
C -0.72842 5.21257 -1.83424
C 0.07218 6.34975 -1.69770
C 1.34724 6.25404 -1.14542
C 1.83351 5.03730 -0.69589
H 1.50190 0.48594 -2.57972
H 3.28098 -0.32247 -4.16449
H 5.65246 0.28474 -3.73433
H 6.24432 1.71102 -1.78514
H 4.50702 2.51522 -0.25937
H 3.67897 0.72636 1.53155
H 4.61702 1.02844 3.79532
H 3.94758 2.97770 5.14933
H 2.38663 4.67678 4.24218
H 1.35284 4.32914 2.00478
H -0.88469 3.11434 -1.38294
H -1.75457 5.27214 -2.23962
H -0.30709 7.33637 -1.98930
H 1.95405 7.16601 -1.09275
H 2.84966 4.98055 -0.27437
O -3.44709 -0.29349 -0.27939
C -3.45697 0.81998 -0.95137
O -2.61958 1.77343 -0.71620
H -4.18532 0.95740 -1.76399
*
```

- largest force on an atom (hartree/bohr) = 0.079

These are the Mulliken partial charges, in e, on atoms 1 to 2:
1. Y -0.01
2. S -0.24

---

3.
The following is a quantum chemistry calculation of a molecular structure, C45H33CrN8O, from the Open Molecules 2025 dataset.

The geometry in ORCA input format:
```
! wB97M-V def2-TZVPD RIJCOSX def2/J DEFGRID3
* xyz 1 5
Cr -0.38058 -0.87215 -2.03979
C 3.00703 4.66864 9.93413
O 3.62107 3.54284 9.32798
C 3.15561 3.14124 8.12408
C 3.80018 2.04043 7.55913
C 3.39822 1.55999 6.33207
C 2.34361 2.15750 5.63875
C 1.71080 3.25537 6.20848
C 2.10628 3.75090 7.44083
C 1.89567 1.67173 4.33257
N 1.10208 2.32070 3.51102
C 0.95319 1.49663 2.42707
C 1.65936 0.32979 2.59425
N 2.26475 0.45651 3.82063
C 1.71741 -0.72590 1.62615
C 2.44935 -1.88822 1.72742
C 2.43684 -2.80479 0.64993
C 1.66772 -2.53291 -0.44859
N 0.89829 -1.43204 -0.56448
C 0.94355 -0.49094 0.45161
C 0.23052 0.70135 0.25357
N -0.45156 0.83915 -0.93631
C -1.10805 1.98415 -1.17202
C -1.16448 3.02321 -0.27166
C -0.49572 2.89679 0.95506
C 0.20689 1.74547 1.22397
H 3.52781 4.82399 10.87389
H 1.94896 4.48254 10.13198
H 3.11217 5.55909 9.31022
H 4.62050 1.58768 8.09917
H 3.93682 0.72116 5.90677
H 0.89780 3.72386 5.67064
H 1.59301 4.60554 7.85566
H 2.82166 -0.23399 4.29101
H 3.05168 -2.08863 2.60400
H 3.03343 -3.70478 0.67531
H 1.65801 -3.21163 -1.29337
H -1.62099 2.05693 -2.12317
H -1.71589 3.91748 -0.52151
H -0.51097 3.68940 1.69137
N -1.10515 -3.91460 -0.97352
C -1.75702 -2.97236 -0.19053
C -2.25109 -3.39995 1.04663
C -2.94103 -2.50754 1.82986
C -3.15010 -1.21221 1.36161
C -2.61538 -0.87294 0.14478
N -1.90204 -1.72349 -0.62172
C -0.75697 -3.90764 -2.31395
C -0.66826 -5.14783 -2.95834
C -0.30463 -5.19487 -4.28141
C -0.04505 -4.00353 -4.95647
C -0.14279 -2.82995 -4.25618
N -0.47453 -2.76684 -2.94734
H -1.09310 -4.83339 -0.56262
H -2.09086 -4.42047 1.36884
H -3.32555 -2.81574 2.79282
H -3.69993 -0.48150 1.93559
H -2.73618 0.12472 -0.25317
H -0.90258 -6.05137 -2.41158
H -0.23418 -6.14631 -4.79110
H 0.23632 -3.98967 -5.99857
H 0.07129 -1.88049 -4.72493
C 3.40207 0.33924 -3.84031
C 2.95327 1.16974 -4.85932
C 1.59505 1.36132 -5.03947
C 0.68781 0.71105 -4.20112
C 1.12317 -0.13540 -3.17078
C 2.49522 -0.29965 -3.00319
C -0.76888 0.84275 -4.35996
C -1.35549 1.80255 -5.22080
C -2.70631 1.88055 -5.32588
C -3.52252 0.96725 -4.61856
C -4.92970 0.96324 -4.73626
C -5.67843 0.03376 -4.07324
C -5.03832 -0.93613 -3.27754
C -3.67745 -0.94568 -3.13671
C -2.88441 0.02143 -3.78924
N -1.51652 0.01327 -3.63297
H 4.46525 0.19282 -3.69598
H 3.66030 1.66704 -5.50958
H 1.25978 2.00676 -5.84069
H 2.87619 -0.92723 -2.20656
H -0.72250 2.48556 -5.76524
H -3.17091 2.62725 -5.95849
H -5.39990 1.70465 -5.37022
H -6.75553 0.02955 -4.16774
H -5.63180 -1.68981 -2.77638
H -3.19267 -1.70203 -2.54028
*
```

- largest force on an atom (hartree/bohr) = 0.002

These are the Mulliken partial charges, in e, on atoms 1 to 2:
1. Cr -0.70
2. C -0.85

---

4.
The following is a quantum chemistry calculation of a molecular structure, C45H34N13O3Sr in a non-equilibrium geometry, from the Open Molecules 2025 dataset.

The geometry in ORCA input format:
```
! wB97M-V def2-TZVPD RIJCOSX def2/J DEFGRID3
* xyz -1 1
Sr 0.14362 -0.38759 0.62070
O -1.57406 3.61615 1.77125
C -1.73198 2.56092 1.21298
N -0.85836 2.02420 0.21985
C 0.49859 2.65869 0.24355
C 1.34060 2.18380 -0.93566
C 2.27078 3.04747 -1.49570
C 3.36409 2.70436 -2.36202
C 3.86724 1.48256 -2.63366
C 3.23201 0.27075 -2.01898
N 1.01356 0.93888 -1.21871
C -2.90304 1.64916 1.51679
C -4.14178 2.19743 1.78720
C -5.20568 1.31773 1.94932
C -4.97379 -0.03926 1.83198
C -3.67961 -0.48706 1.59426
N -2.65097 0.34163 1.46363
H 0.94888 2.33449 1.19489
H 0.44432 3.74555 0.28727
H 2.21605 4.07955 -1.16608
H 3.86865 3.55583 -2.81526
H 4.67872 1.36476 -3.34125
H 3.61236 -0.64397 -2.48699
H -4.26116 3.27037 1.83333
H -6.20435 1.69220 2.13571
H -5.77710 -0.75980 1.90585
H -3.46229 -1.54270 1.49110
C 0.03295 0.08821 -5.95878
C 1.34417 -0.35420 -5.79282
C 1.95435 -0.26555 -4.56455
C 1.21674 0.27644 -3.48373
N -0.02657 0.73879 -3.64641
C -0.58766 0.62483 -4.84670
N 1.75165 0.31812 -2.22582
C 3.48561 0.12253 -0.53021
N 2.75914 -0.74843 0.18824
C 2.92342 -0.46790 1.50764
N 2.32346 -1.17512 2.49068
C 1.56924 -0.57482 3.43628
C 1.52473 -1.09138 4.76097
C 0.72415 -0.50605 5.69849
C -0.06227 0.60427 5.35491
C 0.00758 1.03605 4.05280
N 0.77465 0.47780 3.10459
C 3.88840 0.60966 1.65379
C 4.42335 1.20699 2.79070
C 5.37793 2.19033 2.61301
C 5.78943 2.55224 1.31800
C 5.25658 1.95632 0.19025
C 4.27636 0.97144 0.35554
H -0.48270 0.02121 -6.90650
H 1.89524 -0.77597 -6.62617
H 2.96938 -0.60918 -4.43702
H -1.60709 0.99666 -4.91514
H 2.15620 -1.93869 4.99348
H 0.70700 -0.89905 6.70923
H -0.70554 1.10103 6.06739
H -0.58970 1.88589 3.73170
H 4.09664 0.90211 3.77777
H 5.81611 2.68289 3.47267
H 6.54510 3.32003 1.19907
H 5.58554 2.24965 -0.79576
O -3.68372 -0.78188 -1.51854
C -2.56774 -0.29014 -1.38873
N -1.44908 -1.01706 -1.08083
C -1.35766 -2.27035 -1.59894
O -1.85541 -2.70924 -2.62508
C -0.51770 -3.28899 -0.78565
C -0.61807 -4.63574 -1.12169
C 0.07140 -5.56038 -0.36062
C 0.87140 -5.12280 0.68847
C 0.95470 -3.76306 0.92986
N 0.24662 -2.87576 0.22426
C -2.49894 1.22389 -1.54366
C -3.49096 1.74395 -2.35314
C -3.54191 3.05900 -2.78841
C -2.47647 3.90787 -2.41256
C -1.52083 3.45779 -1.57253
N -1.53807 2.16271 -1.06033
H -1.23885 -4.90286 -1.96441
H -0.00525 -6.61703 -0.58954
H 1.44669 -5.81509 1.28987
H 1.59039 -3.34176 1.70337
H -4.22203 1.01925 -2.68210
H -4.32900 3.39375 -3.44835
H -2.37366 4.91073 -2.80678
H -0.67015 4.05712 -1.29671
N -2.26673 -3.98358 4.12570
C -2.90061 -2.87105 4.63346
C -2.26756 -1.81124 4.06351
N -1.26054 -2.23811 3.22312
C -1.29343 -3.54422 3.28983
H -2.48441 -4.94342 4.31677
H -3.71706 -2.93694 5.33031
H -2.45645 -0.76238 4.21897
H -0.65012 -4.22100 2.75223
*
```

- largest force on an atom (hartree/bohr) = 0.024

These are the Mulliken partial charges, in e, on atoms 1 to 2:
1. Sr 1.99
2. O -0.59

---

5.
The following is a quantum chemistry calculation of a molecular structure, C45H35GeN7V in a non-equilibrium geometry, from the Open Molecules 2025 dataset.

The geometry in ORCA input format:
```
! wB97M-V def2-TZVPD RIJCOSX def2/J DEFGRID3
* xyz 1 3
V -0.98071 -0.06744 -1.12319
C -0.74225 -4.05031 0.68270
C -1.46014 -3.94977 1.87606
C -1.84793 -2.70608 2.29776
C -1.55475 -1.57018 1.52603
N -0.92628 -1.67296 0.33782
C -0.51184 -2.90424 -0.03041
N -1.86555 -0.36870 2.12891
C -1.89786 0.76820 1.55666
N -1.81321 1.06717 0.18495
C -1.95022 2.44693 0.04788
N -2.01559 3.14865 -1.01877
C -1.99709 2.63596 -2.29553
C -2.47494 3.52477 -3.27407
C -2.52859 3.15125 -4.58876
C -2.08206 1.87342 -4.92666
C -1.61488 1.06280 -3.92817
N -1.55527 1.39905 -2.61838
C -2.06601 3.05152 1.38758
C -2.16808 4.37314 1.77964
C -2.27481 4.61949 3.14341
C -2.28933 3.57406 4.06992
C -2.19050 2.25080 3.66194
C -2.07497 2.02126 2.30518
H -0.36775 -4.99560 0.31745
H -1.67726 -4.82755 2.46972
H -2.35574 -2.54371 3.23706
H 0.05657 -2.95456 -0.95050
H -2.79716 4.49771 -2.93451
H -2.90146 3.83025 -5.34362
H -2.08695 1.51689 -5.94636
H -1.25254 0.08168 -4.19147
H -2.16391 5.17427 1.05316
H -2.35225 5.63929 3.49654
H -2.37125 3.80380 5.12401
H -2.18297 1.43150 4.36802
C 2.39035 -0.51002 -3.93143
C 2.02737 -1.61700 -4.66879
C 0.82464 -2.24590 -4.37664
C 0.04840 -1.75674 -3.34550
N 0.43453 -0.71983 -2.56416
C 1.57323 -0.10147 -2.88892
C -1.33179 -2.23207 -3.07598
C -1.95689 -3.27567 -3.73733
C -3.27230 -3.57504 -3.42394
C -3.92935 -2.82798 -2.45903
C -3.24076 -1.80547 -1.83717
N -1.97459 -1.50792 -2.14622
H 3.30233 0.03315 -4.13268
H 2.65074 -1.97572 -5.47651
H 0.48844 -3.08833 -4.96336
H 1.84897 0.74985 -2.28941
H -1.42697 -3.84760 -4.48485
H -3.78057 -4.38492 -3.92946
H -4.95364 -3.03422 -2.18512
H -3.69962 -1.20242 -1.06210
C 1.50257 2.61810 -0.52118
Ge 1.18891 0.83162 0.29310
C 2.87829 -0.16858 -0.02186
C 4.10597 0.48197 0.09578
C 5.30317 -0.18397 -0.13875
C 5.29572 -1.52503 -0.49400
C 4.08607 -2.19823 -0.59938
C 2.89724 -1.52123 -0.36600
C 1.24537 1.15343 2.23458
C 1.29276 2.43768 2.71222
C 1.46362 2.71533 4.08879
C 1.59164 1.69583 4.98130
C 1.53926 0.34799 4.54383
C 1.66457 -0.72533 5.46197
C 1.58852 -2.02041 5.04279
C 1.37322 -2.30359 3.67621
C 1.25881 -1.28735 2.77286
C 1.35250 0.07234 3.16804
H 2.55426 2.89183 -0.42830
H 0.90702 3.38812 -0.03139
H 1.22840 2.63870 -1.57773
H 4.13966 1.52597 0.38815
H 6.24324 0.34302 -0.03558
H 6.22741 -2.04507 -0.67510
H 4.07154 -3.25007 -0.85886
H 1.96058 -2.06374 -0.44694
H 1.20798 3.27897 2.03616
H 1.49528 3.74432 4.42425
H 1.73460 1.89793 6.03623
H 1.82302 -0.49533 6.50892
H 1.69427 -2.83124 5.75150
H 1.30276 -3.33279 3.34633
H 1.09483 -1.51862 1.72866
*
```

- largest force on an atom (hartree/bohr) = 0.031

These are the Mulliken partial charges, in e, on atoms 1 to 2:
1. V -0.61
2. C -1.10

---

Number 1: E -7327.54319 a.u.. Number 2: E -7371.72469 a.u.. Number 3: E -3292.36192 a.u.. Number 4: E -2703.57930 a.u.. Number 5: E -5139.98262 a.u..